Entry from OMol25: 2 unconnected molecules or ions with the total composition C5H11NO2 (ωB97M-V/def2-TZVPD).

Positions of all 19 atoms, in Å:
1 O -1.63 -0.64 -0.59
2 C -0.78 -1.07 0.16
3 N 0.55 -1.10 -0.16
4 C 1.04 -0.41 -1.36
5 C 2.17 0.50 -0.85
6 C 2.23 0.33 0.71
7 C 1.54 -1.01 0.94
8 H -1.03 -1.58 1.10
9 H 1.44 -1.18 -2.02
10 H 0.16 0.11 -1.73
11 H 1.95 1.56 -0.99
12 H 3.12 0.33 -1.32
13 H 1.67 1.14 1.15
14 H 3.29 0.25 0.93
15 H 0.99 -1.08 1.87
16 H 2.24 -1.84 0.89
17 O -4.19 2.57 0.83
18 H -4.45 2.88 -0.04
19 H -4.72 1.78 0.96

Summary:
SMILES: O=CN1CCCC1.O
ΔE to the lowest compared entry with this formula, charge and spin (kJ/mol): 96.42
Total charge: 0


Entry from OMol25: 2 unconnected molecules or ions with the total composition C5H11NO2 (ωB97M-V/def2-TZVPD).

Positions of all 19 atoms, in Å:
1 C -1.81 0.25 -1.35
2 N -1.20 -0.81 -0.56
3 C -0.28 -1.46 -1.20
4 O 0.08 -2.66 -0.73
5 H -2.37 0.92 -0.68
6 H -2.52 -0.15 -2.08
7 H -1.06 0.85 -1.88
8 H 0.13 -1.25 -2.20
9 H -0.42 -2.78 0.10
10 C 1.22 -0.24 1.95
11 C 0.95 0.47 0.84
12 C 0.34 1.83 0.88
13 O 1.61 0.15 -0.38
14 H 1.75 -1.18 1.93
15 H 0.83 0.08 2.91
16 H 0.85 2.48 1.60
17 H 0.39 2.32 -0.10
18 H -0.71 1.76 1.16
19 H 2.22 -0.59 -0.22

Summary:
SMILES: C/N=C/O.C=C(C)O
ΔE to the lowest compared entry with this formula, charge and spin (kJ/mol): 229.88
Total charge: 0


Entry from OMol25: 2 unconnected molecules or ions with the total composition C5H11NO2 (ωB97M-V/def2-TZVPD).

Positions of all 19 atoms, in Å:
1 O 0.46 -2.68 2.10
2 C 0.37 -1.50 1.82
3 C 0.37 -1.10 0.35
4 C 1.81 -0.82 -0.14
5 C 1.97 0.71 -0.08
6 C 0.56 1.26 0.22
7 N -0.35 0.13 0.13
8 H 0.34 -0.80 2.66
9 H -0.08 -1.93 -0.19
10 H 2.54 -1.42 0.39
11 H 1.82 -1.17 -1.16
12 H 2.71 0.98 0.67
13 H 2.31 1.04 -1.05
14 H 0.31 2.13 -0.36
15 H 0.57 1.62 1.26
16 H -1.05 0.19 -0.59
17 O -4.19 2.87 -3.22
18 H -3.57 3.24 -2.60
19 H -4.20 1.92 -3.30

Summary:
SMILES: O=C[C@@H]1CCCN1.O
ΔE to the lowest compared entry with this formula, charge and spin (kJ/mol): 171.68
Total charge: 0


Entry from OMol25: 2 unconnected molecules or ions with the total composition C5H11NO2 (ωB97M-V/def2-TZVPD).

Positions of all 19 atoms, in Å:
1 O 1.16 -1.33 -2.22
2 C 1.65 -1.08 -1.15
3 C 0.81 -0.85 0.11
4 C -0.10 0.39 -0.14
5 C -0.03 1.23 1.13
6 C 1.29 0.83 1.81
7 N 1.72 -0.44 1.21
8 H 2.74 -0.99 -0.99
9 H 0.21 -1.71 0.34
10 H 0.24 0.95 -1.01
11 H -1.09 0.02 -0.37
12 H -0.11 2.29 0.97
13 H -0.87 0.98 1.78
14 H 1.25 0.78 2.89
15 H 2.04 1.60 1.55
16 H 1.74 -1.15 1.91
17 O -5.02 0.65 -0.79
18 H -4.43 -0.11 -0.94
19 H -4.67 1.39 -1.29

Summary:
SMILES: O=C[C@@H]1CCCN1.O
ΔE to the lowest compared entry with this formula, charge and spin (kJ/mol): 150.43
Total charge: 0


Entry from OMol25: 2 unconnected molecules or ions with the total composition C5H11NO3 (ωB97M-V/def2-TZVPD).

Positions of all 20 atoms, in Å:
1 O -0.83 1.93 0.82
2 C -0.29 1.50 -0.11
3 N 0.27 1.07 -1.08
4 C 1.06 1.87 -2.00
5 O 1.71 2.87 -1.28
6 O 1.97 1.13 -2.68
7 H 0.37 2.28 -2.76
8 H 1.10 3.54 -0.97
9 H 2.68 0.87 -2.07
10 C -0.23 -0.94 2.12
11 C -1.18 -1.17 0.96
12 C -0.89 -2.45 0.20
13 H -0.41 0.03 2.58
14 H -0.36 -1.71 2.88
15 H 0.81 -0.97 1.78
16 H -1.10 -0.36 0.24
17 H -2.21 -1.18 1.33
18 H -1.09 -3.32 0.82
19 H -1.52 -2.52 -0.69
20 H 0.15 -2.48 -0.11

Summary:
SMILES: O=C=NC(O)O.CCC
ΔE to the lowest compared entry with this formula, charge and spin (kJ/mol): 122.33
Total charge: 0


Entry from OMol25: 2 unconnected molecules or ions with the total composition C5H11NO4 (ωB97M-V/def2-TZVPD).

Positions of all 21 atoms, in Å:
1 C 1.94 -0.36 -0.62
2 C 1.12 0.11 0.53
3 N 1.10 -0.69 1.65
4 C 0.33 1.21 0.35
5 O -0.42 1.78 1.38
6 O 0.34 1.90 -0.81
7 H 1.28 -0.11 -1.48
8 H 2.06 -1.50 -0.54
9 H 3.13 0.06 -0.59
10 H 0.46 -0.34 2.37
11 H 1.99 -0.76 2.14
12 H -1.07 2.51 1.02
13 H -0.21 1.50 -1.50
14 C -1.64 -0.24 -1.33
15 C -2.32 -0.28 -0.13
16 O -1.95 -0.76 1.11
17 O -3.50 0.34 -0.09
18 H -0.60 -0.54 -1.42
19 H -2.05 0.31 -2.12
20 H -0.98 -0.96 1.08
21 H -3.79 0.56 0.79

Summary:
SMILES: CC(N)=C(O)O.C=C(O)O
ΔE to the lowest compared entry with this formula, charge and spin (kJ/mol): 337.67
Total charge: 0


Entry from OMol25: 2 unconnected molecules or ions with the total composition C5H11NO4 (ωB97M-V/def2-TZVPD).

Positions of all 21 atoms, in Å:
1 C 2.08 0.33 1.24
2 C 2.03 -0.81 2.25
3 C 1.22 0.14 0.03
4 N 0.44 -0.86 -0.22
5 O 1.23 1.15 -0.81
6 H 0.35 -1.59 0.46
7 H -0.35 -0.63 -1.18
8 H 3.10 0.49 0.87
9 H 1.77 1.27 1.69
10 H 2.36 -1.76 1.81
11 H 1.03 -0.94 2.66
12 H 2.70 -0.59 3.08
13 C -1.22 -0.01 -2.23
14 C -2.21 0.56 -1.35
15 O -3.00 -0.42 -0.78
16 O -3.76 0.10 0.33
17 O -2.32 1.72 -0.95
18 H -3.52 1.06 0.26
19 H -1.55 -0.92 -2.72
20 H -0.90 0.72 -2.97
21 H 0.50 1.01 -1.48

Summary:
ΔE to the lowest compared entry with this formula, charge and spin (kJ/mol): 431.64
Total charge: 0


Entry from OMol25: 2 unconnected molecules or ions with the total composition C5H11NOS (ωB97M-V/def2-TZVPD).

Positions of all 19 atoms, in Å:
1 C -1.35 -0.93 0.54
2 C -0.26 -0.03 0.16
3 C 0.87 -0.07 1.24
4 C 2.14 -0.42 0.43
5 C 0.56 -0.60 -1.11
6 H -2.66 -2.22 -0.13
7 H -1.45 -0.33 1.71
8 H -0.95 -1.94 0.61
9 H 0.41 2.01 -0.59
10 H 1.24 0.87 1.83
11 H 0.66 -0.82 2.03
12 H 3.01 0.04 0.98
13 H 2.60 -1.38 0.69
14 H 2.61 -0.12 -1.64
15 H 0.30 -1.65 -1.13
16 H 0.35 -0.19 -2.09
17 N 1.80 -0.15 -0.88
18 O -2.37 -0.80 -0.36
19 S -0.72 1.59 -0.05

Summary:
ΔE to the lowest compared entry with this formula, charge and spin (kJ/mol): 677.34
Total charge: 0


Entry from OMol25: 2 unconnected molecules or ions with the total composition C5H11NOS (ωB97M-V/def2-TZVPD).

Positions of all 19 atoms, in Å:
1 O -1.52 -1.00 -1.43
2 C -0.74 -0.58 -0.58
3 N 0.30 -1.38 -0.21
4 C 1.42 -1.03 0.67
5 C 2.49 -0.25 -0.15
6 S 1.95 1.29 -1.02
7 C -1.31 0.59 0.30
8 C -2.67 1.05 -0.16
9 H 0.63 -1.93 -1.03
10 H 1.05 -0.43 1.49
11 H 1.75 -2.01 1.03
12 H 3.34 -0.06 0.50
13 H 2.90 -0.77 -1.02
14 H 1.25 1.62 0.77
15 H -0.61 1.43 0.31
16 H -1.20 0.15 1.33
17 H -2.71 1.07 -1.25
18 H -3.01 1.99 0.26
19 H -3.30 0.23 0.19

Summary:
ΔE to the lowest compared entry with this formula, charge and spin (kJ/mol): 329.08
Total charge: 0


Entry from OMol25: a single C5H11NOS molecule (ωB97M-V/def2-TZVPD).

Positions of all 19 atoms, in Å:
1 C 0.39 -1.89 0.02
2 C 0.65 -0.45 -0.28
3 C 1.89 0.17 0.28
4 O 1.94 0.95 1.28
5 S 3.30 -0.13 -0.44
6 N -0.49 0.43 0.06
7 C -0.52 1.65 -0.76
8 C -1.90 -0.07 0.40
9 H -0.04 -1.98 1.05
10 H 1.37 -2.27 0.16
11 H -0.21 -2.41 -0.68
12 H 0.86 -0.25 -1.39
13 H 1.16 0.85 1.87
14 H -0.94 1.37 -1.67
15 H -1.33 2.30 -0.47
16 H 0.49 2.07 -0.73
17 H -2.36 -0.50 -0.48
18 H -1.84 -0.65 1.21
19 H -2.40 0.81 0.57

Summary:
SMILES: C[C@H](C(O)=S)N(C)C
ΔE to the lowest compared entry with this formula, charge and spin (kJ/mol): 289.13
Total charge: 0


Entry from OMol25: 2 unconnected molecules or ions with the total composition C5H11NOS2 (ωB97M-V/def2-TZVPD).

Positions of all 20 atoms, in Å:
1 C 4.84 0.25 -0.58
2 C -0.86 0.45 0.01
3 C -2.10 1.15 0.52
4 C -2.08 -1.76 -0.45
5 C -1.06 -1.04 0.07
6 N -0.13 -1.79 0.83
7 O 2.48 -0.02 0.36
8 S -1.92 2.99 -0.11
9 S 3.46 0.97 -0.07
10 H 5.05 -0.77 -0.71
11 H 5.60 0.99 -0.43
12 H -0.69 0.78 -1.03
13 H -0.07 0.91 0.59
14 H -3.23 0.86 0.23
15 H -2.22 1.37 1.58
16 H -2.83 -1.36 -1.03
17 H -2.07 -2.76 -0.19
18 H -2.65 2.74 -1.22
19 H -0.15 -2.84 0.62
20 H 0.64 -1.12 1.01

Summary:
ΔE to the lowest compared entry with this formula, charge and spin (kJ/mol): 410.36
Total charge: 0


Entry from OMol25: 2 unconnected molecules or ions with the total composition C5H11NS (ωB97M-V/def2-TZVPD).

Positions of all 18 atoms, in Å:
1 C -0.60 -2.94 -1.38
2 C 0.32 -3.00 -0.43
3 N 0.90 -1.87 0.18
4 C 1.51 -1.05 -0.55
5 H -0.95 -1.99 -1.75
6 H -1.06 -3.84 -1.78
7 H 0.64 -3.93 0.00
8 H 1.93 -0.15 -0.10
9 H 1.65 -1.17 -1.63
10 C -1.39 1.95 1.80
11 S 0.40 2.14 1.65
12 C 0.46 2.46 -0.13
13 H -1.72 1.05 1.29
14 H -1.88 2.85 1.43
15 H -1.63 1.86 2.86
16 H 1.46 2.77 -0.41
17 H 0.18 1.57 -0.69
18 H -0.24 3.27 -0.36

Summary:
SMILES: C=CN=C.CSC
ΔE to the lowest compared entry with this formula, charge and spin (kJ/mol): 137.44
Total charge: 0


> ΔE to the lowest compared entry with this formula, charge and spin of number 2 (C5H11NO2)?

229.88 kJ/mol


> Which value of ΔE to the lowest compared entry with this formula, charge and spin does entry 12 give?

137.44 kJ/mol


> What is the total charge in the seventh record?

0